(w)
{
  "formula": "C4H13N2O",
  "method": "wB97M-V/def2-TZVPD",
  "symbols": ["C", "C", "C", "C", "N", "N", "H", "H", "H", "H", "H", "H", "H", "H", "H", "H", "H", "H", "H", "O"],
  "coordinates": [[0.204, -0.924, 0.947], [0.820, 0.560, 1.165], [0.044, 1.532, 0.377], [-1.301, 1.808, 0.618], [0.725, 2.269, -0.541], [-0.612, -0.939, -0.360], [1.016, -1.636, 1.096], [-0.395, -1.087, 1.892], [1.893, 0.777, 1.107], [0.643, 1.025, 2.285], [-1.793, 1.745, 1.604], [-1.912, 2.188, -0.197], [0.321, -3.763, -1.667], [1.618, 2.445, -0.386], [0.163, 2.761, -1.199], [-1.172, -0.143, -0.005], [0.067, -1.102, -1.145], [-1.353, -1.698, -0.336], [0.748, -2.928, -3.058], [0.279, -2.891, -2.197]],
  "lowdin_charge": [-0.155, -0.181, -0.615, -0.117, 0.075, 0.103, 0.088, 0.112, 0.088, 0.133, 0.002, -0.007, 0.101, 0.002, 0.070, 0.053, 0.133, 0.158, 0.065, -0.107],
  "multiplicity": 2,
  "gap_ev": [2.7263, 5.8248]
}



(x)
{
  "formula": "C4H13N2O",
  "method": "wB97M-V/def2-TZVPD",
  "symbols": ["C", "C", "C", "C", "N", "N", "H", "H", "H", "H", "H", "H", "H", "H", "H", "H", "H", "H", "H", "O"],
  "coordinates": [[-0.203, -0.987, -0.876], [-0.633, -1.170, 0.643], [-1.616, -0.084, 0.986], [-2.522, 0.480, 0.180], [1.499, 2.351, -0.481], [1.023, -1.786, -0.975], [-0.024, 0.059, -1.155], [-0.977, -1.333, -1.711], [-1.153, -2.120, 0.672], [0.232, -0.897, 1.281], [-2.587, 0.071, -0.824], [-3.308, 1.122, 0.576], [1.554, 1.670, 0.287], [2.411, 2.899, -0.697], [0.738, 2.984, -0.393], [1.745, -1.323, -0.304], [1.329, -1.931, -1.943], [-1.540, 0.277, 2.034], [2.314, -0.268, 1.683], [1.717, -0.016, 1.017]],
  "lowdin_charge": [-0.309, -0.183, -0.205, -0.005, 0.003, -0.060, 0.078, 0.143, 0.118, 0.074, 0.050, 0.054, -0.037, 0.055, -0.018, 0.070, 0.062, 0.101, 0.024, -0.013],
  "multiplicity": 2,
  "gap_ev": [9.2264, 5.6181]
}



Need the numbers? Relative energies in kcal/mol: (w) 38.4; (x) 0.0.



(w)
{
  "formula": "C4H8N4",
  "method": "wB97M-V/def2-TZVPD",
  "symbols": ["C", "C", "N", "N", "C", "C", "N", "N", "H", "H", "H", "H", "H", "H", "H", "H"],
  "coordinates": [[-0.236, 0.953, 0.136], [1.400, -0.783, -0.383], [-2.030, -0.829, 0.538], [-1.034, 1.659, -0.748], [0.278, -1.372, 0.044], [2.703, -0.642, -0.381], [-0.694, -0.471, 0.326], [0.485, 1.553, 1.014], [-2.087, -1.724, 1.019], [-2.553, -0.904, -0.330], [-1.731, 1.052, -1.167], [-1.459, 2.494, -0.367], [0.408, 2.562, 0.895], [0.034, -2.428, 0.003], [3.141, 0.350, -0.422], [3.375, -1.470, -0.180]],
  "lowdin_charge": [-0.459, -0.128, 0.060, 0.116, -0.131, -0.032, -0.170, 0.147, 0.087, 0.074, 0.078, 0.097, 0.051, 0.112, 0.049, 0.047],
  "smiles": "[H]/N=C(\\N)N(N)C=C=C",
  "gap_ev": [6.6979, 7.7554]
}



(x)
{
  "formula": "C4H8N4",
  "method": "wB97M-V/def2-TZVPD",
  "symbols": ["C", "C", "C", "C", "H", "H", "H", "H", "H", "H", "H", "H", "N", "N", "N", "N"],
  "coordinates": [[0.349, 0.394, 1.400], [-0.856, -0.425, -1.370], [0.549, -0.535, -0.847], [0.805, 0.599, 0.052], [1.758, -0.134, 2.617], [-1.642, -0.104, 1.764], [-2.021, 1.097, -0.671], [-1.196, -1.519, -1.341], [-1.103, 0.056, -2.319], [0.708, -1.478, -0.379], [2.587, -0.444, -1.206], [0.359, 1.523, -0.094], [0.760, -0.076, 2.437], [-1.112, 0.607, 1.143], [-1.607, 0.217, -0.090], [1.662, 0.220, -1.094]],
  "lowdin_charge": [-0.411, -0.077, -0.368, -0.226, 0.066, 0.152, 0.148, 0.114, 0.109, 0.139, 0.180, 0.122, 0.154, -0.040, -0.138, 0.075],
  "smiles": "[H]/N=C1/NNC[C@H]2N[C@H]12",
  "gap_ev": 9.3650
}



Need the numbers? Relative energies in kcal/mol: (w) 0.0; (x) 8.2.



(w)
{
  "formula": "C4H8N4",
  "method": "wB97M-V/def2-TZVPD",
  "symbols": ["C", "C", "C", "C", "H", "H", "H", "H", "H", "H", "H", "H", "N", "N", "N", "N"],
  "coordinates": [[0.667, -1.054, -0.645], [-1.348, -0.052, -0.163], [0.290, 1.229, 1.370], [-0.793, 2.096, 1.014], [1.078, 0.023, -2.325], [2.472, -1.253, -1.515], [-0.156, -2.012, 0.475], [-2.359, 0.005, -0.417], [0.887, 1.284, 0.531], [0.670, 1.115, 2.414], [-1.273, 2.891, 1.851], [-0.586, 2.769, 0.139], [1.596, -0.529, -1.518], [0.834, -2.009, 0.152], [-0.664, -0.626, -1.146], [-0.855, 0.572, 0.995]],
  "lowdin_charge": [-0.676, -0.161, -0.223, -0.118, 0.141, 0.167, 0.056, 0.097, 0.077, 0.145, 0.160, 0.113, 0.046, 0.123, 0.098, -0.046],
  "smiles": "[H]/N=C(N)\\N=C/N1CC1",
  "gap_ev": 9.9054
}



(x)
{
  "formula": "C4H8N4",
  "method": "wB97M-V/def2-TZVPD",
  "symbols": ["C", "C", "C", "C", "H", "H", "H", "H", "H", "H", "H", "H", "N", "N", "N", "N"],
  "coordinates": [[-0.789, 0.128, -1.223], [0.746, 0.350, -1.165], [0.924, -0.616, 1.142], [-0.014, 0.326, 1.633], [-0.605, -0.822, -1.847], [-1.308, 1.017, -1.715], [1.161, 0.787, -2.018], [0.961, 1.085, -0.356], [1.764, -0.603, 1.947], [0.297, 1.024, 2.454], [-2.115, 0.945, 1.218], [-0.917, -1.353, 0.335], [1.208, -0.985, -1.154], [1.257, -1.541, 0.009], [-1.090, 0.663, 0.845], [-1.479, -0.405, -0.104]],
  "lowdin_charge": [-0.274, -0.268, -0.170, -0.182, 0.119, 0.138, 0.089, 0.113, 0.107, 0.125, 0.189, 0.179, -0.024, 0.021, -0.109, -0.055],
  "smiles": "C1=C\\NNCC\\N=N/1",
  "gap_ev": 8.6309
}



(y)
{
  "formula": "C4H8N4",
  "method": "wB97M-V/def2-TZVPD",
  "symbols": ["C", "C", "C", "C", "H", "H", "H", "H", "H", "H", "H", "H", "N", "N", "N", "N"],
  "coordinates": [[1.829, -0.935, 2.232], [0.315, -0.349, 0.327], [-1.086, 0.995, -2.466], [-1.951, 0.807, -1.355], [1.290, -2.474, 3.356], [2.863, -0.647, 2.751], [1.943, 0.744, 1.013], [-0.424, -0.955, 0.885], [-1.370, 0.742, -3.527], [-0.526, 1.891, -2.564], [-2.958, 0.296, -1.598], [-1.978, 1.520, -0.535], [0.997, -1.873, 2.545], [1.514, -0.121, 1.118], [0.267, 0.423, -0.654], [-0.725, -0.063, -1.528]],
  "lowdin_charge": [-0.296, -0.159, -0.218, -0.155, 0.055, 0.147, 0.087, 0.136, 0.118, 0.087, 0.125, 0.100, 0.034, 0.010, 0.022, -0.093],
  "smiles": "[H]/N=C/N/C=N/N1CC1",
  "gap_ev": 9.6040
}



Need the numbers? Relative energies in kcal/mol: (w) 20.9; (x) 62.4; (y) 0.0.



(w)
{
  "formula": "C4H8N4",
  "method": "wB97M-V/def2-TZVPD",
  "symbols": ["C", "C", "C", "C", "H", "H", "H", "H", "H", "H", "H", "H", "N", "N", "N", "N"],
  "coordinates": [[0.298, -1.309, 1.113], [1.358, -0.305, 0.579], [-0.028, 1.189, -1.453], [-1.021, 1.278, -0.577], [0.013, -1.218, 2.213], [0.458, -2.427, 1.037], [2.372, -0.458, 1.122], [1.017, 0.656, 0.837], [-0.105, 1.911, -2.248], [-1.653, 2.090, -0.621], [-2.422, 0.248, 0.484], [-0.523, -0.722, -0.765], [1.538, -0.465, -0.876], [0.946, 0.105, -1.791], [-1.330, 0.387, 0.582], [-0.917, -0.960, 0.364]],
  "lowdin_charge": [-0.209, -0.202, -0.125, -0.123, 0.125, 0.119, 0.135, 0.068, 0.088, 0.077, 0.155, 0.155, -0.041, 0.007, -0.090, -0.139],
  "smiles": "C1=C\\NNCC\\N=N/1",
  "gap_ev": 9.1709
}



(x)
{
  "formula": "C4H8N4",
  "method": "wB97M-V/def2-TZVPD",
  "symbols": ["C", "C", "C", "C", "H", "H", "H", "H", "H", "H", "H", "H", "N", "N", "N", "N"],
  "coordinates": [[1.903, -0.579, 0.286], [1.140, 0.036, -0.804], [-1.201, 0.234, 0.034], [-2.103, 0.435, 1.151], [2.435, -1.529, -0.023], [2.696, 0.102, 0.228], [1.300, -0.683, 1.274], [1.968, 0.197, -1.600], [0.307, -1.378, -1.924], [-2.513, 1.584, 1.257], [-3.262, 0.021, 0.692], [-1.788, 0.183, 2.156], [0.024, -0.543, -1.483], [-1.044, -0.831, -0.554], [-0.527, 1.296, -0.163], [0.664, 1.456, -0.526]],
  "lowdin_charge": [-0.072, -0.473, -0.628, -0.052, 0.102, 0.051, 0.116, 0.160, 0.100, 0.120, 0.162, 0.055, 0.000, 0.164, 0.032, 0.163],
  "smiles": "CC1=NN[C@H](C)N=N1",
  "gap_ev": 8.7626
}



(y)
{
  "formula": "C4H8N4",
  "method": "wB97M-V/def2-TZVPD",
  "symbols": ["C", "C", "C", "C", "H", "H", "H", "H", "H", "H", "H", "H", "N", "N", "N", "N"],
  "coordinates": [[-0.948, -1.282, -0.724], [0.782, 0.235, 0.539], [1.975, 0.398, 1.489], [2.174, 1.611, 2.118], [-3.009, -1.448, -1.591], [-3.220, 0.135, -2.414], [-1.160, -2.442, -1.049], [-0.049, -1.479, 1.306], [1.014, 2.038, -0.083], [2.875, -0.404, 1.484], [1.684, 2.484, 1.902], [3.108, 1.685, 2.802], [-2.556, -0.708, -2.206], [-1.618, -0.316, -1.229], [0.041, -0.989, 0.360], [0.543, 1.107, -0.194]],
  "lowdin_charge": [-0.206, -0.528, -0.093, -0.009, 0.077, 0.113, 0.157, 0.138, 0.097, 0.138, 0.012, 0.085, -0.055, -0.090, 0.018, 0.146],
  "smiles": "[H]/N=C(\\C=C)N/C=N/N",
  "gap_ev": 9.4018
}



Need the numbers? Relative energies in kcal/mol: (w) 12.9; (x) 14.4; (y) 0.0.



(w)
{
  "formula": "C4H8N4",
  "method": "wB97M-V/def2-TZVPD",
  "symbols": ["C", "N", "C", "C", "C", "N", "N", "N", "H", "H", "H", "H", "H", "H", "H", "H"],
  "coordinates": [[0.498, -0.984, 1.816], [0.872, 0.255, 1.180], [0.407, 0.646, -0.058], [-1.550, 0.771, 0.220], [0.332, -0.604, -1.134], [0.914, 1.734, -0.560], [-2.379, 0.928, -0.598], [-0.273, -0.531, -2.222], [1.515, 0.906, 1.599], [0.573, 1.925, -1.498], [-3.064, 1.543, -0.993], [-0.147, -1.312, -2.864], [1.128, -1.315, -0.872], [1.028, -1.846, 1.393], [-0.569, -1.191, 1.710], [0.714, -0.924, 2.880]],
  "lowdin_charge": [-0.118, -0.083, -0.631, 0.035, -0.170, 0.084, 0.164, 0.089, 0.126, 0.034, 0.091, 0.056, 0.110, 0.067, 0.066, 0.081],
  "gap_ev": 8.9139
}



(x)
{
  "formula": "C4H8N4",
  "method": "wB97M-V/def2-TZVPD",
  "symbols": ["C", "C", "C", "C", "H", "H", "H", "H", "H", "H", "H", "H", "N", "N", "N", "N"],
  "coordinates": [[0.226, -0.151, -1.175], [-0.073, -0.745, 0.219], [-0.497, 1.551, 0.601], [-0.823, 0.703, 1.932], [1.672, 0.952, -0.137], [2.298, 0.375, -1.564], [-0.581, -1.414, -1.965], [-0.797, -2.252, 1.342], [-0.863, 1.679, -0.348], [0.293, 2.327, 0.732], [-0.742, 1.275, 3.107], [-1.696, 0.073, 2.075], [1.337, 0.724, -1.099], [-0.007, -0.569, -2.293], [-0.462, -1.979, 0.474], [0.192, 0.229, 1.102]],
  "lowdin_charge": [-0.521, -0.374, -0.017, -0.121, 0.074, 0.160, 0.089, 0.009, 0.067, 0.105, 0.177, 0.082, 0.028, 0.163, 0.171, -0.093],
  "smiles": "[H]/N=C(/C(N)=N\\[H])N1CC1",
  "gap_ev": 9.9645
}



(y)
{
  "formula": "C4H8N4",
  "method": "wB97M-V/def2-TZVPD",
  "symbols": ["C", "C", "C", "N", "C", "N", "N", "N", "H", "H", "H", "H", "H", "H", "H", "H"],
  "coordinates": [[-1.410, -0.354, 0.770], [0.307, 0.012, -1.139], [-0.629, 0.697, 0.010], [0.796, -1.250, -0.926], [1.383, 0.696, 2.166], [1.675, -0.217, 1.500], [0.239, 0.566, -2.278], [-1.276, 1.731, -0.362], [0.879, -1.573, 0.024], [1.573, -1.525, -1.510], [0.866, 0.180, -2.983], [-1.322, 1.849, -1.377], [1.695, 1.037, 3.133], [-2.286, 0.104, 1.224], [-0.767, -0.734, 1.561], [-1.722, -1.219, 0.189]],
  "lowdin_charge": [-0.085, -0.462, -0.365, 0.093, -0.012, 0.107, 0.090, 0.124, 0.043, 0.097, 0.045, 0.053, 0.076, 0.076, 0.032, 0.087],
  "smiles": "[H]/N=C(C)\\C(N)=N\\[H].C#N",
  "gap_ev": 8.9142
}



Need the numbers? Relative energies in kcal/mol: (w) 13.6; (x) 35.5; (y) 0.0.



(w)
{
  "formula": "C4H8N4",
  "method": "wB97M-V/def2-TZVPD",
  "symbols": ["C", "C", "C", "C", "H", "H", "H", "H", "H", "H", "H", "H", "N", "N", "N", "N"],
  "coordinates": [[1.369, -0.694, 0.397], [0.227, 0.163, 0.801], [-1.623, 0.823, -0.254], [-0.141, -0.976, -0.215], [2.027, 1.147, -0.723], [2.546, -0.463, -1.348], [1.779, -1.361, 1.117], [-0.367, 0.078, 1.759], [-0.410, 2.252, 0.648], [-2.331, 1.562, -0.341], [-1.420, -1.955, -0.785], [-0.089, -0.153, -1.112], [2.372, 0.046, -0.263], [-0.386, 1.388, 0.170], [-2.176, -0.328, -0.067], [-1.377, -1.530, 0.215]],
  "lowdin_charge": [-0.325, -0.251, -0.245, -0.270, 0.178, 0.161, 0.116, 0.160, 0.100, 0.089, 0.143, 0.163, -0.043, 0.014, 0.015, -0.004],
  "smiles": "N[C@H]1[C@H]2NC=NN[C@H]12",
  "gap_ev": 9.6683
}



(x)
{
  "formula": "C4H8N4",
  "method": "wB97M-V/def2-TZVPD",
  "symbols": ["C", "C", "C", "C", "H", "H", "H", "H", "H", "H", "H", "H", "N", "N", "N", "N"],
  "coordinates": [[0.995, -1.725, -1.328], [-1.622, 0.511, 0.255], [-0.802, 0.412, 1.467], [1.012, 0.298, -0.407], [-0.008, -2.574, -1.957], [1.869, -0.954, -2.314], [1.715, -2.312, 0.081], [-0.920, 0.167, -1.634], [-2.680, 0.283, 0.623], [-1.609, 1.423, -0.265], [-1.229, 0.168, 2.336], [1.402, 0.769, -1.334], [0.263, -0.852, -0.386], [-0.933, -0.420, -0.780], [0.440, 0.781, 1.487], [0.797, 1.355, 0.329]],
  "lowdin_charge": [-0.111, -0.113, -0.146, -0.316, 0.163, 0.169, 0.212, 0.119, 0.131, 0.089, 0.063, 0.106, -0.377, -0.051, 0.015, 0.046],
  "gap_ev": 8.9300
}



Need the numbers? Relative energies in kcal/mol: (w) 0.0; (x) 85.4.